No. 1
The following is a DFT calculation (wB97M-V/def2-TZVPD) of the molecule C6H15BrSi in a non-equilibrium geometry.

Bonds (Å) are listed after each position.
CARTESIAN COORDINATES (ANGSTROEM)
1 C -0.81 -3.17 0.17  C4 1.542, H9 1.135, H10 1.149, H11 1.120
2 C -1.23 2.28 -1.15  Si7 1.928, H12 1.096, H13 1.132, H14 1.050
3 C 0.45 2.12 1.66  Si7 1.945, H15 1.069, H16 1.062, H17 1.055
4 C 0.31 -2.20 -0.26  C1 1.542, C5 1.558, H18 1.166, H19 1.059
5 C 0.08 -0.72 0.18  C4 1.558, C6 1.462, H20 1.278, H21 1.134
6 C 0.99 0.18 -0.53  C5 1.462, Si7 1.944, Br8 1.970, H22 1.162
7 Si 0.48 2.04 -0.29  C2 1.928, C3 1.945, C6 1.944, H23 1.651
8 Br 2.86 -0.24 -0.07  C6 1.970
9 H -0.77 -3.56 1.24  C1 1.135
10 H -0.72 -4.15 -0.42  C1 1.149
11 H -1.83 -2.72 0.06  C1 1.120
12 H -1.93 1.61 -0.64  C2 1.096
13 H -1.55 3.36 -1.07  C2 1.132
14 H -1.06 2.17 -2.18  C2 1.050
15 H -0.33 1.41 1.76  C3 1.069
16 H 1.40 1.67 1.83  C3 1.062
17 H 0.34 2.94 2.32  C3 1.055
18 H 0.37 -2.38 -1.41  C4 1.166
19 H 1.18 -2.66 0.11  C4 1.059
20 H -1.07 -0.22 -0.04  C5 1.278
21 H 0.21 -0.72 1.30  C5 1.134
22 H 1.09 -0.20 -1.63  C6 1.162
23 H 1.54 3.13 -0.94  Si7 1.651

The calculation puts the strongest force on any atom at 5.607 eV/Å. The HOMO energy (alpha / beta) comes out at -4.513 / -10.323 eV. Its spin multiplicity is 3. The expectation value of S² is 2.0061.


No. 2
The following is a DFT calculation (wB97M-V/def2-TZVPD) of a cluster of 14 separate species, C84H194N14O11 in total in a non-equilibrium geometry.

Bonds (Å) are listed after each position.
CARTESIAN COORDINATES (ANGSTROEM)
1 C 6.77 3.91 -3.15  C2 1.535, H8 1.116, H9 1.108, H10 1.133
2 C 7.10 2.60 -3.88  C1 1.535, N3 1.459, H11 1.097, H12 1.082
3 N 6.01 1.66 -4.15  C2 1.459, C4 1.440, C6 1.387
4 C 5.08 2.21 -5.10  N3 1.440, C5 1.557, H13 1.159, H14 1.096
5 C 5.45 2.12 -6.61  C4 1.557, H15 1.069, H16 1.054, H17 1.062
6 C 5.31 1.10 -3.09  N3 1.387, C7 1.564, H18 1.078, H19 1.085
7 C 4.79 -0.34 -3.43  C6 1.564, H20 1.048, H21 1.088, H22 1.034
8 H 7.67 4.54 -2.94  C1 1.116
9 H 6.36 3.60 -2.17  C1 1.108
10 H 6.09 4.63 -3.68  C1 1.133
11 H 7.63 2.84 -4.81  C2 1.097
12 H 7.80 1.97 -3.35  C2 1.082
13 H 4.12 1.56 -5.05  C4 1.159
14 H 4.72 3.23 -4.97  C4 1.096
15 H 6.43 2.52 -6.75  C5 1.069
16 H 5.45 1.11 -6.90  C5 1.054
17 H 4.74 2.67 -7.18  C5 1.062
18 H 4.44 1.71 -2.91  C6 1.078
19 H 5.93 1.01 -2.20  C6 1.085
20 H 3.97 -0.53 -2.81  C7 1.048
21 H 5.65 -1.00 -3.44  C7 1.088
22 H 4.53 -0.35 -4.44  C7 1.034
23 C -0.99 6.50 -5.96  C24 1.508, H30 1.127, H31 1.113, H32 1.136
24 C -0.58 5.05 -5.93  C23 1.508, N25 1.489, H33 1.076, H34 1.092
25 N 0.79 4.78 -5.42  C24 1.489, C26 1.435, C28 1.437
26 C 0.81 4.85 -3.99  N25 1.435, C27 1.511, H35 1.115, H36 1.104
27 C 2.17 5.01 -3.35  C26 1.511, H37 1.062, H38 1.108, H39 1.076
28 C 1.46 3.62 -5.93  N25 1.437, C29 1.501, H40 1.077, H41 1.070
29 C 2.22 3.94 -7.19  C28 1.501, H42 1.118, H43 1.073, H44 1.114
30 H -0.41 7.20 -6.62  C23 1.127
31 H -1.03 6.88 -4.92  C23 1.113
32 H -2.02 6.64 -6.41  C23 1.136
33 H -1.29 4.51 -5.32  C24 1.076
34 H -0.75 4.58 -6.90  C24 1.092
35 H 0.17 5.74 -3.75  C26 1.115
36 H 0.33 4.01 -3.46  C26 1.104
37 H 2.74 4.12 -3.30  C27 1.062
38 H 2.73 5.67 -4.03  C27 1.108
39 H 2.02 5.41 -2.36  C27 1.076
40 H 0.73 2.85 -6.13  C28 1.077
41 H 2.08 3.27 -5.13  C28 1.070
42 H 2.67 3.04 -7.68  C29 1.118
43 H 3.04 4.57 -6.88  C29 1.073
44 H 1.73 4.53 -7.99  C29 1.114
45 C -1.88 -3.50 -2.47  C46 1.517, H52 1.117, H53 1.077, H54 1.117
46 C -0.45 -3.97 -2.34  C45 1.517, N47 1.491, H55 1.079, H56 1.121
47 N -0.40 -5.46 -2.26  C46 1.491, C48 1.510, C50 1.504
48 C 1.04 -5.87 -2.47  N47 1.510, C49 1.549, H57 1.103, H58 1.027
49 C 2.02 -5.06 -1.57  C48 1.549, H59 1.059, H60 1.056, H61 1.066
50 C -1.27 -6.20 -3.23  N47 1.504, C51 1.457, H62 1.101, H63 1.077
51 C -1.11 -7.64 -3.05  C50 1.457, H64 1.058, H65 1.104, H66 1.068
52 H -1.90 -2.39 -2.36  C45 1.117
53 H -2.50 -3.89 -1.68  C45 1.077
54 H -2.35 -3.78 -3.45  C45 1.117
55 H 0.10 -3.66 -3.21  C46 1.079
56 H 0.01 -3.44 -1.46  C46 1.121
57 H 1.18 -6.93 -2.20  C48 1.103
58 H 1.39 -5.69 -3.42  C48 1.027
59 H 2.06 -4.03 -1.80  C49 1.059
60 H 1.65 -5.12 -0.58  C49 1.056
61 H 2.99 -5.50 -1.59  C49 1.066
62 H -1.05 -5.88 -4.26  C50 1.101
63 H -2.32 -5.96 -3.12  C50 1.077
64 H -1.95 -8.17 -3.40  C51 1.058
65 H -1.00 -7.99 -2.01  C51 1.104
66 H -0.23 -7.95 -3.57  C51 1.068
67 C -1.42 6.53 -1.36  C68 1.488, H74 1.089, H75 1.095, H76 1.090
68 C -1.76 5.22 -1.98  C67 1.488, N69 1.434, H77 1.114, H78 1.110
69 N -2.88 4.52 -1.42  C68 1.434, C70 1.416, C72 1.480
70 C -3.53 3.73 -2.40  N69 1.416, C71 1.571, H79 1.109, H80 1.145
71 C -2.74 2.59 -3.13  C70 1.571, H81 1.083, H82 1.092, H83 1.086
72 C -2.57 3.77 -0.18  N69 1.480, C73 1.506, H84 1.082, H85 1.054
73 C -3.79 3.45 0.64  C72 1.506, H86 1.093, H87 1.079, H88 1.085
74 H -2.26 7.21 -1.52  C67 1.089
75 H -0.53 7.02 -1.79  C67 1.095
76 H -1.28 6.52 -0.28  C67 1.090
77 H -1.95 5.29 -3.07  C68 1.114
78 H -0.80 4.65 -1.96  C68 1.110
79 H -3.89 4.49 -3.12  C70 1.109
80 H -4.46 3.21 -1.98  C70 1.145
81 H -1.67 2.69 -3.31  C71 1.083
82 H -3.16 2.50 -4.13  C71 1.092
83 H -2.98 1.61 -2.73  C71 1.086
84 H -1.92 2.92 -0.34  C72 1.082
85 H -1.93 4.34 0.43  C72 1.054
86 H -4.17 4.35 1.13  C73 1.093
87 H -4.66 2.99 0.19  C73 1.079
88 H -3.51 2.74 1.41  C73 1.085
89 C 7.42 -1.08 0.40  C90 1.544, H96 1.077, H97 1.106, H98 1.126
90 C 7.64 0.37 0.89  C89 1.544, N91 1.451, H99 1.092, H100 1.102
91 N 6.87 0.69 2.08  C90 1.451, C92 1.461, C94 1.515
92 C 7.19 2.07 2.47  N91 1.461, C93 1.482, H101 1.149, H102 1.101
93 C 8.52 2.39 3.04  C92 1.482, H103 1.104, H104 1.108, H105 1.086
94 C 5.41 0.62 1.69  N91 1.515, C95 1.534, H106 1.102, H107 1.112
95 C 4.44 0.61 2.88  C94 1.534, H108 1.068, H109 1.084, H110 1.118
96 H 7.34 -1.71 1.27  C89 1.077
97 H 8.29 -1.37 -0.21  C89 1.106
98 H 6.52 -1.32 -0.24  C89 1.126
99 H 8.70 0.47 1.10  C90 1.092
100 H 7.40 1.01 0.03  C90 1.102
101 H 6.99 2.68 1.52  C92 1.149
102 H 6.42 2.34 3.20  C92 1.101
103 H 8.46 3.37 3.56  C93 1.104
104 H 8.74 1.74 3.91  C93 1.108
105 H 9.35 2.33 2.34  C93 1.086
106 H 5.25 -0.37 1.24  C94 1.102
107 H 5.16 1.40 0.94  C94 1.112
108 H 3.49 0.68 2.40  C95 1.068
109 H 4.58 1.47 3.52  C95 1.084
110 H 4.49 -0.29 3.54  C95 1.118
111 C -7.00 -3.08 0.48  C112 1.559, H118 1.107, H119 1.101, H120 1.056
112 C -5.93 -2.11 -0.09  C111 1.559, N113 1.480, H121 1.172, H122 1.078
113 N -6.46 -0.73 -0.17  C112 1.480, C114 1.432, C116 1.435
114 C -5.65 0.26 -0.81  N113 1.432, C115 1.505, H123 1.076, H124 1.094
115 C -5.44 -0.05 -2.27  C114 1.505, H125 1.113, H126 1.082, H127 1.064
116 C -7.06 -0.24 1.04  N113 1.435, C117 1.534, H128 1.067, H129 1.079
117 C -6.06 -0.10 2.18  C116 1.534, H130 1.055, H131 1.141, H132 1.122
118 H -6.75 -4.13 0.26  C111 1.107
119 H -8.02 -2.88 0.13  C111 1.101
120 H -7.10 -3.05 1.54  C111 1.056
121 H -5.00 -2.14 0.63  C112 1.172
122 H -5.62 -2.47 -1.06  C112 1.078
123 H -6.21 1.18 -0.72  C114 1.076
124 H -4.71 0.46 -0.30  C114 1.094
125 H -6.33 -0.70 -2.46  C115 1.113
126 H -5.50 0.88 -2.82  C115 1.082
127 H -4.56 -0.58 -2.55  C115 1.064
128 H -7.91 -0.75 1.44  C116 1.067
129 H -7.44 0.75 0.80  C116 1.079
130 H -5.68 -1.05 2.44  C117 1.055
131 H -6.57 0.40 3.07  C117 1.141
132 H -5.21 0.59 1.93  C117 1.122
133 C 4.04 4.33 1.79  N134 1.555, H137 1.063, H138 1.078, H139 1.084
134 N 3.50 4.35 0.33  C133 1.555, O135 1.208, O136 1.223
135 O 2.29 4.36 0.25  N134 1.208
136 O 4.26 4.36 -0.62  N134 1.223
137 H 3.22 4.43 2.46  C133 1.063
138 H 4.81 5.08 1.72  C133 1.078
139 H 4.55 3.39 1.94  C133 1.084
140 C 1.85 -1.35 5.97  N141 1.503, H144 1.079, H145 1.071, H146 1.097
141 N 2.30 -2.76 5.74  C140 1.503, O142 1.210, O143 1.233
142 O 1.60 -3.62 6.23  N141 1.210
143 O 3.30 -2.94 5.04  N141 1.233
144 H 2.72 -0.74 6.18  C140 1.079
145 H 1.11 -1.32 6.75  C140 1.071
146 H 1.47 -1.02 5.00  C140 1.097
147 C 4.28 -4.09 1.80  N148 1.499, H151 1.084, H152 1.103, H153 1.140
148 N 4.70 -4.16 0.36  C147 1.499, O149 1.233, O150 1.204
149 O 5.37 -5.13 0.00  N148 1.233
150 O 4.35 -3.28 -0.38  N148 1.204
151 H 5.13 -4.37 2.40  C147 1.084
152 H 3.43 -4.77 2.00  C147 1.103
153 H 3.91 -3.03 1.96  C147 1.140
154 C -1.11 7.00 5.75  C155 1.588, H165 1.080, H166 1.122, H167 1.109
155 C -1.67 5.52 5.60  C154 1.588, C156 1.516, N160 1.453, C164 1.481
156 C -2.62 5.70 4.42  C155 1.516, C157 1.531, H168 1.096, H169 1.101
157 C -1.97 5.79 3.04  C156 1.531, C158 1.531, H170 1.102, H171 1.072
158 C -0.91 4.69 2.90  C157 1.531, C159 1.504, H172 1.109, H173 1.141
159 C 0.11 4.71 4.01  C158 1.504, N160 1.494, C162 1.560, C163 1.588
160 N -0.61 4.58 5.31  C155 1.453, C159 1.494, O161 1.433
161 O 0.40 4.62 6.33  N160 1.433, H183 0.998
162 C 1.01 3.44 3.84  C159 1.560, H174 1.110, H175 1.141, H176 1.089
163 C 1.00 5.99 3.71  C159 1.588, H177 1.107, H178 1.143, H179 1.039
164 C -2.39 5.00 6.78  C155 1.481, H180 1.124, H181 1.062, H182 1.063
165 H -1.08 7.36 4.74  C154 1.080
166 H -0.05 6.97 6.15  C154 1.122
167 H -1.73 7.68 6.37  C154 1.109
168 H -3.34 4.88 4.49  C156 1.096
169 H -3.19 6.61 4.65  C156 1.101
170 H -1.46 6.76 2.92  C157 1.102
171 H -2.68 5.78 2.24  C157 1.072
172 H -0.45 4.60 1.90  C158 1.109
173 H -1.44 3.68 2.93  C158 1.141
174 H 1.81 3.51 4.60  C162 1.110
175 H 0.38 2.49 3.90  C162 1.141
176 H 1.44 3.43 2.84  C162 1.089
177 H 1.92 5.93 4.32  C163 1.107
178 H 1.35 5.83 2.63  C163 1.143
179 H 0.52 6.89 3.88  C163 1.039
180 H -3.21 5.74 6.97  C164 1.124
181 H -1.77 4.92 7.64  C164 1.062
182 H -2.89 4.06 6.70  C164 1.063
183 H 0.33 3.72 6.76  O161 0.998
184 C -3.18 -6.46 0.08  C185 1.529, H195 1.113, H196 1.059, H197 1.077
185 C -2.81 -5.86 1.43  C184 1.529, C186 1.516, N190 1.477, C194 1.520
186 C -3.32 -6.63 2.63  C185 1.516, C187 1.524, H198 1.105, H199 1.131
187 C -2.51 -7.92 2.77  C186 1.524, C188 1.494, H200 1.142, H201 1.086
188 C -1.08 -7.58 3.06  C187 1.494, C189 1.533, H202 1.102, H203 1.055
189 C -0.48 -6.82 1.87  C188 1.533, N190 1.468, C192 1.503, C193 1.519
190 N -1.36 -5.67 1.61  C185 1.477, C189 1.468, O191 1.399
191 O -0.83 -4.84 0.61  N190 1.399, H213 0.983
192 C 0.87 -6.31 2.30  C189 1.503, H204 1.089, H205 1.073, H206 1.098
193 C -0.29 -7.75 0.69  C189 1.519, H207 1.078, H208 1.099, H209 1.067
194 C -3.42 -4.46 1.43  C185 1.520, H210 1.126, H211 1.121, H212 1.149
195 H -2.89 -7.54 0.05  C184 1.113
196 H -2.91 -5.92 -0.79  C184 1.059
197 H -4.26 -6.45 0.03  C184 1.077
198 H -3.37 -6.00 3.54  C186 1.105
199 H -4.39 -6.95 2.44  C186 1.131
200 H -2.64 -8.55 1.83  C187 1.142
201 H -2.89 -8.51 3.59  C187 1.086
202 H -0.48 -8.49 3.23  C188 1.102
203 H -1.05 -6.94 3.89  C188 1.055
204 H 1.36 -5.79 1.48  C192 1.089
205 H 0.88 -5.73 3.20  C192 1.073
206 H 1.56 -7.13 2.53  C192 1.098
207 H 0.63 -8.30 0.85  C193 1.078
208 H -1.15 -8.41 0.50  C193 1.099
209 H -0.03 -7.15 -0.15  C193 1.067
210 H -4.48 -4.61 1.10  C194 1.126
211 H -3.00 -3.91 0.55  C194 1.121
212 H -3.21 -3.88 2.40  C194 1.149
213 H -0.92 -5.35 -0.22  O191 0.983
214 C -2.57 -1.99 -7.75  C215 1.545, H225 1.071, H226 1.069, H227 1.091
215 C -1.79 -0.69 -7.43  C214 1.545, C216 1.530, N220 1.465, C224 1.547
216 C -2.37 -0.05 -6.16  C215 1.530, C217 1.471, H228 1.104, H229 1.117
217 C -1.93 -0.85 -5.01  C216 1.471, C218 1.529, H230 1.063, H231 1.072
218 C -0.41 -0.99 -4.88  C217 1.529, C219 1.531, H232 1.084, H233 1.093
219 C 0.26 -1.53 -6.15  C218 1.531, N220 1.469, C222 1.552, C223 1.529
220 N -0.34 -0.81 -7.29  C215 1.465, C219 1.469, O221 1.400
221 O 0.10 -1.46 -8.45  N220 1.400, H243 0.970
222 C 1.77 -1.21 -6.02  C219 1.552, H234 1.096, H235 1.083, H236 1.105
223 C 0.19 -3.04 -6.33  C219 1.529, H237 1.074, H238 1.130, H239 1.100
224 C -2.13 0.36 -8.52  C215 1.547, H240 1.101, H241 1.133, H242 1.104
225 H -2.53 -2.64 -6.90  C214 1.071
226 H -2.16 -2.52 -8.59  C214 1.069
227 H -3.60 -1.73 -7.99  C214 1.091
228 H -2.03 1.00 -6.10  C216 1.104
229 H -3.48 0.00 -6.27  C216 1.117
230 H -2.39 -1.80 -4.85  C217 1.063
231 H -2.24 -0.39 -4.09  C217 1.072
232 H -0.14 -1.59 -4.02  C218 1.084
233 H 0.02 0.00 -4.75  C218 1.093
234 H 2.01 -1.50 -4.99  C222 1.096
235 H 2.38 -1.73 -6.75  C222 1.083
236 H 1.93 -0.13 -6.17  C222 1.105
237 H 0.41 -3.25 -7.36  C223 1.074
238 H 0.91 -3.57 -5.64  C223 1.130
239 H -0.78 -3.45 -6.00  C223 1.100
240 H -3.17 0.70 -8.43  C224 1.101
241 H -1.95 -0.05 -9.56  C224 1.133
242 H -1.46 1.24 -8.46  C224 1.104
243 H 0.72 -0.84 -8.88  O221 0.970
244 C -3.70 -2.43 7.32  C245 1.577, H255 1.109, H256 1.113, H257 1.157
245 C -2.64 -2.02 6.22  C244 1.577, C246 1.594, N250 1.482, C254 1.515
246 C -3.54 -1.39 5.06  C245 1.594, C247 1.531, H258 1.091, H259 1.058
247 C -3.98 0.05 5.31  C246 1.531, C248 1.522, H260 1.088, H261 1.095
248 C -2.78 0.91 5.68  C247 1.522, C249 1.550, H262 1.109, H263 1.117
249 C -1.84 0.37 6.79  C248 1.550, N250 1.495, C252 1.483, C253 1.562
250 N -1.54 -1.06 6.46  C245 1.482, C249 1.495, O251 1.412
251 O -0.89 -1.56 7.60  N250 1.412, H273 0.960
252 C -0.58 1.15 6.87  C249 1.483, H264 1.110, H265 1.084, H266 1.095
253 C -2.52 0.62 8.18  C249 1.562, H267 1.181, H268 1.072, H269 1.073
254 C -2.10 -3.36 5.76  C245 1.515, H270 1.048, H271 1.092, H272 1.077
255 H -4.37 -1.65 7.73  C244 1.109
256 H -4.40 -3.14 6.83  C244 1.113
257 H -3.29 -3.05 8.20  C244 1.157
258 H -2.88 -1.41 4.19  C246 1.091
259 H -4.33 -2.08 4.93  C246 1.058
260 H -4.48 0.42 4.42  C247 1.088
261 H -4.72 0.07 6.12  C247 1.095
262 H -3.00 1.96 5.96  C248 1.109
263 H -2.08 1.02 4.82  C248 1.117
264 H -0.06 1.14 5.88  C252 1.110
265 H -0.02 0.89 7.76  C252 1.084
266 H -0.81 2.22 6.85  C252 1.095
267 H -1.80 0.20 9.02  C253 1.181
268 H -3.49 0.18 8.25  C253 1.072
269 H -2.54 1.69 8.24  C253 1.073
270 H -2.85 -3.90 5.27  C254 1.048
271 H -1.28 -3.13 5.07  C254 1.092
272 H -1.56 -3.82 6.57  C254 1.077
273 H -1.44 -1.63 8.39  O251 0.960
274 C 1.87 0.13 -1.68  C275 1.543, H285 1.124, H286 1.085, H287 1.132
275 C 0.88 0.21 -0.50  C274 1.543, C276 1.565, N280 1.490, C284 1.552
276 C -0.55 0.06 -1.11  C275 1.565, C277 1.548, H288 1.121, H289 1.136
277 C -1.59 -0.20 0.01  C276 1.548, C278 1.554, H290 1.090, H291 1.093
278 C -1.17 -1.44 0.85  C277 1.554, C279 1.538, H292 1.093, H293 1.095
279 C 0.23 -1.36 1.48  C278 1.538, N280 1.525, C282 1.521, C283 1.520
280 N 1.15 -1.01 0.31  C275 1.490, C279 1.525, O281 1.430
281 O 2.49 -0.89 0.77  N280 1.430, H303 0.984
282 C 0.31 -0.39 2.65  C279 1.521, H294 1.064, H295 1.070, H296 1.090
283 C 0.66 -2.73 1.98  C279 1.520, H297 1.124, H298 1.120, H299 1.087
284 C 1.11 1.56 0.23  C275 1.552, H300 1.076, H301 1.165, H302 1.092
285 H 1.87 -0.93 -2.04  C274 1.124
286 H 2.84 0.46 -1.33  C274 1.085
287 H 1.48 0.76 -2.54  C274 1.132
288 H -0.81 1.00 -1.67  C276 1.121
289 H -0.55 -0.79 -1.86  C276 1.136
290 H -2.52 -0.37 -0.54  C277 1.090
291 H -1.77 0.66 0.65  C277 1.093
292 H -1.03 -2.25 0.13  C278 1.093
293 H -1.93 -1.59 1.62  C278 1.095
294 H 1.29 0.00 2.81  C282 1.064
295 H -0.38 0.42 2.53  C282 1.070
296 H -0.05 -0.88 3.56  C282 1.090
297 H 1.44 -2.61 2.77  C283 1.124
298 H -0.13 -3.41 2.38  C283 1.120
299 H 1.10 -3.42 1.26  C283 1.087
300 H 0.38 1.85 0.97  C284 1.076
301 H 1.02 2.40 -0.58  C284 1.165
302 H 2.12 1.59 0.64  C284 1.092
303 H 3.00 -1.59 0.31  O281 0.984

The calculation puts the strongest force on any atom at 3.775 eV/Å. The HOMO energy comes out at -7.954 eV.


Number 1: M 195.2 g mol⁻¹. Number 2: M 1576.6 g mol⁻¹.